The following is a DFT calculation (ωB97M-V/def2-TZVPD) of a cluster of 10 separate species, C27H49BrN2O37PS9 in total at a distorted geometry.

```
! RIJCOSX wB97M-V def2-TZVPD def2/J DEFGRID3
* xyz 1 1
H -4.163 -3.790 8.912
H -4.287 5.091 -8.465
H -1.184 -1.932 3.454
C 3.935 -0.311 0.474
H 1.166 3.472 4.620
C 0.093 -0.887 -10.809
H -1.350 2.909 10.201
O -4.924 3.485 -7.311
O -1.929 -1.447 -8.051
C 1.242 1.293 4.397
H 1.538 0.348 -9.746
O -0.878 2.292 7.012
O 3.515 -6.779 -4.018
N 2.050 0.603 1.067
H -5.738 3.718 2.563
C 2.434 -5.958 -3.564
O -6.382 1.580 -7.825
C 0.594 0.456 1.135
H 0.497 1.166 -4.561
C 4.034 1.895 1.373
C -1.634 -2.332 2.541
O -2.405 1.180 2.570
O -3.060 3.476 1.978
H -0.181 2.796 3.741
O -4.578 -1.100 9.330
S -1.697 -0.530 -9.108
H 3.424 -4.042 -3.762
O -0.319 0.254 -8.816
O 4.276 -5.237 -2.323
C -3.690 -3.005 8.319
C -0.039 0.813 -0.226
H 2.469 -4.210 -2.270
S -3.202 2.270 3.027
H 1.767 -5.715 -4.387
C -4.007 4.064 -8.246
H -4.268 -1.184 7.299
C 0.825 2.200 -4.645
H 0.612 3.062 -2.661
C 0.145 3.104 -3.640
H -3.951 2.781 0.256
O -3.074 -5.466 2.264
H -0.918 2.864 -3.547
H -1.130 1.003 -0.265
O 5.859 -3.824 0.473
C 3.106 -4.734 -2.979
O -1.191 -1.361 -10.392
H 2.071 0.778 3.899
H 0.351 -0.607 1.269
H 6.442 -4.534 -1.371
H -3.194 3.250 -10.094
S -3.115 -1.235 9.975
H 0.663 -1.691 -11.269
H 1.882 -6.512 -2.802
P 1.718 3.206 2.258
H -5.643 -2.149 7.882
H -0.610 3.176 1.424
H 0.335 -2.958 1.845
H -3.011 4.047 -7.800
O 1.527 2.715 7.234
C 8.014 -4.639 0.108
S 6.805 -2.562 0.738
H 8.206 -5.141 1.058
O -0.081 3.740 8.769
O -0.002 4.505 6.432
C -4.183 3.461 1.080
H -2.134 3.845 8.908
H -2.448 1.547 8.164
O 6.825 -2.298 2.129
O -3.250 -1.661 11.315
C -4.626 -1.836 8.100
C 6.573 -4.792 -0.320
H 0.179 4.784 1.140
H -0.819 1.092 8.682
O 8.188 -3.225 0.304
C -5.328 2.939 1.918
C -1.432 1.893 8.283
C -0.698 -3.300 1.845
H 1.912 2.244 -4.549
O -4.203 1.849 -8.939
H -3.328 -3.428 7.385
O 5.909 -6.261 -3.858
C 0.308 3.699 1.136
H 1.139 -1.186 -8.937
H -0.057 -0.086 -11.536
H -1.935 -1.507 1.898
H 0.327 0.690 4.445
H 6.188 -5.794 -0.143
H 5.771 0.785 0.675
O -0.824 -4.517 2.581
S 4.784 -6.580 -3.059
C 4.697 0.804 0.829
H -6.125 2.515 1.313
S -5.025 1.901 -7.567
N 2.636 -0.471 0.546
H 0.135 0.973 1.979
O 6.486 -1.548 -0.215
H 8.709 -5.008 -0.642
H 0.597 3.447 0.105
Br 4.957 3.447 1.881
O -3.069 2.791 4.334
O -2.263 -4.890 4.538
S 0.269 3.378 7.252
O -4.738 1.929 2.753
C 0.911 2.719 3.856
H -1.017 -3.490 0.816
O -1.119 4.577 -6.223
O 1.326 5.006 -6.331
C 2.617 1.725 1.490
H -4.967 3.388 -10.066
O -4.269 1.230 -6.568
O 4.802 -7.624 -2.101
H -4.371 4.455 0.685
C -1.335 3.137 9.139
O 0.462 2.736 -5.919
S 0.208 4.318 -5.802
C -4.079 3.173 -9.467
O -2.601 -2.461 9.079
H 4.488 -1.168 0.082
H 1.546 1.403 5.442
S -2.328 -4.648 3.144
O -2.671 0.419 -9.516
O -2.353 -0.082 9.620
O 0.650 0.908 -1.218
C 0.745 -0.368 -9.544
O -2.769 -3.117 2.905
O 0.257 4.418 -4.197
*
```

Summary:
Electronic energy   -284362.53081 eV
Frontier orbital gap   0.257 Eh
E_LUMO   -4.5 eV
F_max   2.068 eV/Å